[1]
Here is a structure of composition C28H33Cl3N5O5PRhSTe in a non-equilibrium geometry from OMol25. Energies are from ωB97M-V/def2-TZVPD.

Properties
Relative energy (zero: lowest compared OMol25 entry of this formula, charge and spin): 0.000 eV
Multiplicity: 1
Largest force on an atom: 0.0230 hartree/bohr
Charge: -1

The geometry in XYZ format:
```
78
Properties=species:S:1:pos:R:3:forces:R:3
Rh 1.8608 0.9292 -0.6048 -0.358 -1.025 0.468
C 3.2066 1.7782 -6.0294 -0.015 0.004 0.002
C 2.6759 0.3985 -5.6578 0.013 -0.036 0.045
N 3.3257 -0.1741 -4.4960 0.110 0.205 -0.039
C 3.0261 0.1665 -3.2204 -0.106 0.007 0.064
S 1.5876 1.0699 -2.8980 0.115 0.008 -0.016
N 3.9072 -0.2515 -2.3245 0.148 0.197 -0.024
N 3.5587 0.0399 -1.0590 0.002 0.018 0.003
C 4.2671 -0.3986 -0.0720 0.005 -0.016 0.007
C 5.5119 -1.1984 -0.2495 -0.022 -0.039 -0.013
C 3.7498 -0.0674 1.2594 0.018 -0.004 -0.012
C 4.3759 -0.4513 2.4374 0.011 0.022 0.011
C 3.8417 -0.0388 3.6476 0.015 0.008 -0.008
C 2.7054 0.7509 3.6598 -0.005 0.018 0.001
C 2.1135 1.0706 2.4465 -0.008 0.050 0.025
N 2.6135 0.6529 1.2978 -0.031 0.005 0.095
H 2.6709 2.1739 -6.8946 0.006 0.000 -0.005
H 4.2695 1.7331 -6.2756 0.000 0.001 0.002
H 3.0708 2.4680 -5.1963 0.000 -0.002 0.002
H 2.8100 -0.3034 -6.4832 -0.014 0.007 -0.014
H 1.6080 0.4523 -5.4465 -0.007 -0.014 -0.019
H 4.2665 -0.5205 -4.6071 -0.054 -0.130 0.008
H 5.8147 -1.1627 -1.2912 0.007 0.005 0.004
H 5.3306 -2.2442 0.0110 -0.021 0.008 0.015
H 6.3115 -0.8069 0.3827 0.016 -0.011 -0.011
H 5.2650 -1.0630 2.3984 0.008 0.008 0.010
H 4.3192 -0.3254 4.5759 -0.002 -0.006 0.001
H 2.2694 1.1055 4.5829 -0.009 -0.003 -0.006
H 1.2157 1.6709 2.3745 -0.015 -0.007 -0.007
Cl 2.8552 2.9682 -0.5035 0.011 0.217 -0.208
Cl -0.3624 -0.5451 3.6009 0.056 0.012 -0.027
C -2.0790 -0.6904 3.7613 0.002 -0.022 -0.006
C -2.5801 -1.4753 4.7855 -0.023 -0.013 0.002
C -3.9485 -1.6006 4.9489 0.013 -0.011 -0.039
C -4.7991 -0.9727 4.0535 0.004 0.002 0.007
C -4.2809 -0.2174 3.0168 -0.037 -0.034 -0.019
Cl -5.3973 0.4379 1.8625 0.001 0.000 -0.008
C -2.9006 -0.0076 2.8547 0.044 -0.063 -0.064
N -2.3997 0.8076 1.8514 -0.105 -0.032 -0.057
C -2.8457 2.1409 1.7239 0.031 0.067 0.050
C -3.3435 2.8250 2.8330 0.034 -0.080 0.033
C -3.8336 4.1138 2.7192 -0.013 0.006 -0.035
C -3.8079 4.7523 1.4882 0.015 -0.031 0.029
C -3.2923 4.0784 0.3930 0.090 0.029 0.002
C -2.8101 2.7745 0.4808 -0.045 0.167 -0.115
C -2.2976 2.1092 -0.7653 0.033 -0.110 0.147
C -0.7736 2.1992 -0.9238 -0.006 0.255 0.054
O -0.3271 2.9027 -1.8130 -0.007 -0.095 -0.056
O -0.0892 1.5043 -0.0677 0.248 -0.105 -0.027
H -1.8879 -1.9652 5.4559 0.004 -0.012 -0.013
H -4.3500 -2.2014 5.7534 -0.001 0.005 0.005
H -5.8719 -1.0798 4.1334 0.000 -0.010 -0.007
H -1.5052 0.5923 1.4191 0.034 0.044 0.074
H -3.3531 2.3290 3.7964 -0.004 0.000 0.002
H -4.2328 4.6141 3.5928 0.022 0.010 0.002
H -4.1822 5.7622 1.3803 -0.002 -0.003 0.004
H -3.2554 4.5693 -0.5724 -0.017 -0.006 -0.005
H -2.7138 2.6200 -1.6296 -0.060 -0.081 -0.042
H -2.5933 1.0561 -0.7880 0.020 0.006 0.052
C -2.2104 -3.8813 0.7281 -0.003 0.012 0.011
C -1.2665 -2.7527 0.3814 -0.124 0.088 -0.008
O -0.2313 -3.2989 -0.4387 0.068 0.050 0.178
P 0.8782 -2.3015 -1.0632 -0.085 -0.314 -0.120
O 1.2322 -1.2501 -0.0356 0.003 0.683 -0.547
Te 2.5230 -3.7587 -1.9397 -0.037 0.166 0.060
O 0.0473 -1.4989 -2.1821 -0.019 -0.103 0.064
C -0.4342 -2.1054 -3.3789 0.028 0.020 -0.027
C -1.9150 -2.4047 -3.2618 0.006 0.008 0.014
H -3.0083 -3.5222 1.3796 -0.024 0.022 0.039
H -1.6704 -4.6810 1.2357 -0.009 0.004 0.013
H -2.6606 -4.2947 -0.1756 0.005 -0.003 0.002
H -0.8240 -2.3066 1.2748 0.018 -0.025 0.009
H -1.7923 -1.9583 -0.1600 0.019 0.009 -0.008
H 0.1401 -3.0109 -3.5922 0.007 0.005 0.005
H -0.2414 -1.3834 -4.1755 -0.001 0.000 -0.001
H -2.0951 -3.1181 -2.4570 -0.002 -0.017 -0.008
H -2.2851 -2.8355 -4.1947 -0.004 0.004 0.000
H -2.4770 -1.4927 -3.0535 0.007 0.001 0.000
```
Forces are in eV/Å.



[2]
Here is a cluster of 2 separate species, C4H12N2O in total in a non-equilibrium geometry from OMol25. Energies are from ωB97M-V/def2-TZVPD.

Properties
Relative energy (zero: lowest compared OMol25 entry of this formula, charge and spin): 0.932 eV
Multiplicity: 2
Largest force on an atom: 0.0410 hartree/bohr
Charge: +1

The geometry in XYZ format:
```
19
Properties=species:S:1:pos:R:3:forces:R:3
C -1.2959 0.2586 1.3091 0.129 -0.980 -0.992
C -0.9212 0.1631 -0.2182 -1.714 0.955 0.767
C 0.4283 0.6411 -0.4806 -0.043 0.037 0.039
C 1.5618 0.2701 0.2330 0.383 -0.887 0.260
N 2.7590 0.6551 -0.1212 0.738 0.807 0.198
N -2.5921 -0.3141 1.5520 0.303 0.105 0.391
H -1.3100 1.3221 1.5000 0.274 0.285 0.538
H -0.5253 -0.2576 1.8905 0.012 0.213 0.192
H -1.2748 -0.7663 -0.6827 0.788 -0.337 0.229
H -1.6333 0.8695 -0.6493 0.181 0.132 -0.490
H 0.6037 1.3877 -1.2427 -0.111 0.083 -0.270
H 1.6209 -0.4454 1.0495 -0.727 -0.092 -0.162
H 3.5505 0.2507 0.3700 0.050 0.320 -0.184
H 2.9235 1.4779 -0.7022 0.030 -0.472 -0.132
H -3.1703 0.2438 2.1608 -0.217 -0.198 -0.309
H -3.0653 -0.7748 0.7948 -0.115 0.169 0.031
H 1.0634 -0.9452 -2.1458 0.111 -0.020 -0.333
H 0.4955 -2.3239 -1.9610 0.031 -0.143 -0.387
O 0.7815 -1.7123 -2.6559 -0.103 0.023 0.617
```
Forces are in eV/Å.



[3]
Here is the molecule C4H10I2Si in a non-equilibrium geometry from OMol25. Energies are from ωB97M-V/def2-TZVPD.

Properties
Relative energy (zero: lowest compared OMol25 entry of this formula, charge and spin): 0.000 eV
Multiplicity: 1
Largest force on an atom: 0.0364 hartree/bohr
SMILES string: CC(C)[Si](C)(I)I
Charge: 0

The geometry in XYZ format:
```
17
Properties=species:S:1:pos:R:3:forces:R:3
C -0.6822 0.9967 -0.9495 0.103 0.131 0.066
C -0.2587 -1.4698 -0.9772 0.168 -0.098 0.084
C 1.0709 -0.0649 2.1600 0.146 0.083 -0.510
C 0.3883 -0.0894 -1.0175 0.223 0.070 0.154
Si 1.6662 0.1275 0.3786 0.942 -1.046 -0.315
I 3.4897 -1.8622 -0.0481 -1.207 1.390 0.338
I 2.8370 2.2953 0.1081 -0.255 -0.515 0.087
H -1.2803 0.8931 -0.0451 -0.097 0.044 0.089
H -0.2484 1.9943 -0.9667 -0.018 0.118 0.015
H -1.3526 0.9101 -1.8037 -0.075 -0.024 -0.042
H -0.8273 -1.6035 -0.0577 -0.083 -0.064 0.083
H 0.4838 -2.2617 -1.0411 0.023 -0.104 0.011
H -0.9464 -1.5850 -1.8136 -0.085 0.014 -0.059
H 1.8999 0.0381 2.8548 0.154 0.032 -0.040
H 0.3328 0.6968 2.4034 -0.074 0.147 -0.072
H 0.6204 -1.0398 2.3208 -0.044 -0.191 -0.103
H 0.9182 0.0157 -1.9721 0.179 0.011 0.213
```
Forces are in eV/Å.



[4]
Here is the molecule C4H8N2O in a non-equilibrium geometry from OMol25. Energies are from ωB97M-V/def2-TZVPD.

Properties
Relative energy (zero: lowest compared OMol25 entry of this formula, charge and spin): 2.044 eV
Multiplicity: 1
Largest force on an atom: 0.0538 hartree/bohr
SMILES string: N#C[C@@H](N)CCO
Charge: 0

The geometry in XYZ format:
```
15
Properties=species:S:1:pos:R:3:forces:R:3
N -2.1115 -0.5629 -0.1785 -0.342 -0.612 0.123
C -0.8486 -0.1840 0.4131 -0.223 0.183 0.367
C 0.3099 -0.6941 -0.4506 0.327 -0.342 -0.293
C 1.5089 0.2092 -0.5838 -0.036 0.311 0.296
O 2.0936 0.3103 0.7125 0.625 1.896 1.285
C -0.8940 1.2586 0.5135 1.698 1.374 -0.404
N -0.5701 2.3631 0.4837 -0.680 -0.019 0.253
H -2.0998 -1.5728 -0.1812 -0.579 -0.263 -0.143
H -2.8560 -0.2361 0.4326 -0.118 -0.324 -0.197
H -0.7188 -0.5138 1.4517 0.076 -0.276 -0.087
H -0.0380 -0.9066 -1.4626 -0.328 -0.028 0.049
H 0.6612 -1.6271 -0.0057 -0.082 -0.097 -0.073
H 1.1734 1.1658 -0.9945 0.308 0.075 0.139
H 2.2296 -0.2451 -1.2906 -0.199 0.240 0.402
H 2.1603 1.2355 1.1405 -0.446 -2.120 -1.717
```
Forces are in eV/Å.